No. 1
{"formula": "C5H12O", "method": "ωB97M-V/def2-TZVPD", "symbols": ["C", "C", "C", "C", "O", "C", "H", "H", "H", "H", "H", "H", "H", "H", "H", "H", "H", "H"], "positions_angstrom": [[-0.726, -1.832, 0.184], [-1.134, -0.379, -0.023], [-0.044, 0.632, -0.371], [-0.652, 2.024, -0.440], [0.985, 0.676, 0.597], [1.988, -0.306, 0.524], [-0.070, -2.215, -0.611], [-0.240, -1.969, 1.155], [-1.637, -2.436, 0.187], [-1.648, -0.028, 0.884], [-1.844, -0.342, -0.859], [0.361, 0.364, -1.364], [-1.614, 1.960, -0.963], [0.003, 2.705, -0.983], [-0.795, 2.427, 0.570], [2.732, -0.039, 1.269], [1.650, -1.304, 0.806], [2.448, -0.326, -0.476]], "nbo_charge": [-0.610, -0.416, 0.104, -0.614, -0.547, -0.244, 0.202, 0.204, 0.212, 0.202, 0.197, 0.154, 0.206, 0.212, 0.218, 0.190, 0.166, 0.163], "de_lowest_ev": 0.716, "lumo_energy_ev": 1.1686, "e_homo_ev": -9.546, "energy_ha": -272.922350, "homo_lumo_gap_ev": 10.71, "smiles": "CC[C@@H](C)OC"}

---

No. 2
{"formula": "C33H67Br2N5O21P", "method": "ωB97M-V/def2-TZVPD", "symbols": ["C", "C", "Br", "C", "Br", "N", "C", "N", "C", "P", "N", "N", "N", "H", "H", "H", "H", "H", "H", "H", "H", "H", "H", "H", "C", "C", "O", "C", "O", "O", "C", "H", "H", "H", "H", "H", "H", "H", "H", "C", "C", "O", "C", "O", "O", "C", "H", "H", "H", "H", "H", "H", "H", "H", "C", "C", "O", "C", "O", "O", "C", "H", "H", "H", "H", "H", "H", "H", "H", "C", "C", "O", "C", "O", "O", "C", "H", "H", "H", "H", "H", "H", "H", "H", "C", "C", "O", "C", "O", "O", "C", "H", "H", "H", "H", "H", "H", "H", "H", "C", "C", "O", "C", "O", "O", "C", "H", "H", "H", "H", "H", "H", "H", "H", "C", "C", "O", "C", "O", "O", "C", "H", "H", "H", "H", "H", "H", "H", "H"], "positions_angstrom": [[-6.342, 4.536, 3.246], [-5.064, 3.808, 2.844], [-4.024, 4.996, 1.742], [-5.328, 2.523, 2.100], [-3.713, 1.631, 1.530], [-5.933, 1.499, 2.971], [-7.225, 1.243, 3.076], [-8.242, 1.830, 2.465], [-9.345, 1.231, 2.895], [-11.011, 1.823, 2.402], [-11.459, 3.001, 3.269], [-9.033, 0.255, 3.745], [-7.676, 0.247, 3.876], [-6.116, 5.208, 4.079], [-6.728, 5.152, 2.434], [-7.116, 3.845, 3.579], [-4.436, 3.608, 3.715], [-5.927, 2.669, 1.197], [-5.274, 0.907, 3.462], [-11.687, 0.606, 2.539], [-10.740, 1.930, 1.042], [-11.638, 3.872, 2.784], [-9.615, -0.382, 4.267], [-7.185, -0.405, 4.476], [0.725, -3.201, 2.736], [1.260, -2.133, 3.660], [1.549, -0.903, 2.952], [0.526, -0.149, 2.632], [-0.655, -0.288, 2.868], [0.950, 0.929, 1.953], [-0.190, 1.726, 1.609], [1.415, -3.369, 1.909], [0.611, -4.133, 3.288], [-0.245, -2.918, 2.332], [2.221, -2.417, 4.079], [0.574, -1.916, 4.477], [-0.780, 1.895, 2.505], [-0.786, 1.179, 0.879], [0.128, 2.674, 1.186], [-3.480, 10.810, 4.060], [-4.023, 10.139, 5.299], [-4.012, 8.697, 5.192], [-2.824, 8.129, 5.368], [-1.790, 8.682, 5.630], [-2.970, 6.807, 5.209], [-1.750, 6.066, 5.316], [-4.027, 10.477, 3.177], [-3.593, 11.890, 4.150], [-2.425, 10.583, 3.926], [-5.073, 10.377, 5.452], [-3.469, 10.430, 6.189], [-1.240, 6.293, 6.249], [-1.092, 6.289, 4.478], [-2.043, 5.020, 5.290], [3.625, -0.548, -0.156], [2.589, -0.590, -1.252], [3.132, -1.020, -2.514], [3.335, -2.332, -2.626], [3.075, -3.169, -1.802], [3.881, -2.553, -3.822], [4.239, -3.919, -4.072], [4.471, 0.077, -0.447], [3.181, -0.137, 0.750], [4.003, -1.544, 0.067], [2.194, 0.403, -1.459], [1.755, -1.241, -0.987], [3.403, -4.594, -3.911], [5.067, -4.213, -3.431], [4.550, -3.963, -5.111], [7.330, -10.202, -3.384], [6.265, -9.295, -2.813], [5.851, -8.280, -3.750], [5.024, -8.694, -4.706], [4.576, -9.804, -4.834], [4.763, -7.658, -5.505], [3.927, -7.964, -6.629], [8.180, -9.616, -3.733], [7.675, -10.891, -2.614], [6.938, -10.782, -4.217], [6.644, -8.726, -1.967], [5.390, -9.857, -2.491], [3.010, -8.449, -6.302], [4.451, -8.612, -7.328], [3.712, -7.006, -7.090], [-3.646, 1.397, 4.966], [-3.619, 0.094, 4.185], [-3.972, -1.014, 5.018], [-5.276, -1.104, 5.266], [-6.128, -0.344, 4.849], [-5.486, -2.141, 6.055], [-6.846, -2.345, 6.466], [-2.982, 1.338, 5.826], [-3.289, 2.209, 4.327], [-4.650, 1.630, 5.326], [-2.613, -0.075, 3.812], [-4.302, 0.117, 3.334], [-7.503, -2.393, 5.601], [-7.167, -1.542, 7.126], [-6.839, -3.290, 6.995], [-0.779, -0.636, -8.216], [0.344, -0.025, -9.023], [1.380, 0.527, -8.191], [2.215, -0.366, -7.655], [2.174, -1.558, -7.829], [3.088, 0.282, -6.894], [4.024, -0.568, -6.209], [-1.182, 0.096, -7.515], [-1.578, -0.957, -8.883], [-0.425, -1.500, -7.657], [-0.006, 0.827, -9.602], [0.784, -0.751, -9.705], [4.537, -1.211, -6.922], [3.525, -1.166, -5.458], [4.737, 0.103, -5.740], [9.712, 2.519, -2.650], [10.384, 1.386, -3.389], [9.864, 0.097, -3.006], [8.687, -0.221, -3.535], [8.043, 0.448, -4.303], [8.324, -1.414, -3.060], [7.041, -1.856, -3.513], [9.788, 2.365, -1.573], [10.198, 3.460, -2.902], [8.660, 2.588, -2.922], [11.440, 1.323, -3.139], [10.289, 1.500, -4.468], [6.985, -1.844, -4.599], [6.255, -1.230, -3.096], [6.938, -2.873, -3.148]], "mulliken_charge": [-1.260, 0.718, -0.059, -0.692, -0.056, 0.325, 0.522, -0.434, 0.140, 0.207, -0.618, -0.514, 0.210, 0.386, 0.395, 0.288, -0.234, 0.511, -0.577, 0.082, 0.126, 0.264, 0.188, 0.484, -1.036, -0.217, -0.374, 0.820, -0.675, -0.324, -0.580, 0.267, 0.386, 0.265, 0.319, 0.300, 0.162, 0.272, 0.302, -1.096, -0.194, -0.357, 0.733, -0.552, -0.254, -0.551, 0.284, 0.362, 0.320, 0.292, 0.326, 0.350, 0.328, 0.017, -0.997, -0.189, -0.304, 0.644, -0.625, -0.054, -0.906, 0.331, 0.273, 0.288, 0.290, 0.298, 0.340, 0.317, 0.261, -1.088, -0.221, -0.314, 0.747, -0.563, -0.284, -0.670, 0.291, 0.357, 0.313, 0.287, 0.320, 0.323, 0.304, 0.201, -0.412, -0.426, -0.363, 0.827, -0.547, -0.382, -0.700, 0.542, -0.196, 0.286, 0.244, 0.979, 0.267, 0.315, 0.274, -1.076, -0.184, -0.396, 0.756, -0.574, -0.379, -0.430, 0.285, 0.353, 0.307, 0.292, 0.312, 0.309, 0.241, 0.242, -1.078, -0.179, -0.396, 0.754, -0.569, -0.415, -0.362, 0.293, 0.352, 0.304, 0.294, 0.316, 0.312, 0.211, 0.128], "lumo_energy_ev": -2.6580, "e_homo_ev": -11.590, "energy_ha": -8640.542104, "homo_lumo_gap_ev": 8.93, "total_charge": 1}

---

No. 3
{"formula": "C5H14N2O", "method": "ωB97M-V/def2-TZVPD", "symbols": ["C", "C", "N", "O", "C", "C", "C", "H", "H", "H", "H", "H", "H", "H", "H", "H", "H", "H", "N", "H", "H", "H"], "positions_angstrom": [[2.785, -0.311, -0.491], [1.293, -0.254, -0.705], [0.281, -0.820, 0.301], [-0.574, -1.756, -0.109], [0.163, 0.563, -0.108], [-1.032, 0.918, -1.006], [0.311, 1.711, 1.038], [3.302, -0.212, -1.437], [3.033, -1.273, -0.182], [3.102, 0.372, 0.336], [1.046, -0.541, -1.752], [0.606, -0.795, 1.266], [-0.643, 1.511, -1.824], [-1.669, 0.083, -1.468], [-1.816, 1.448, -0.283], [-0.662, 2.007, 1.412], [0.957, 1.271, 1.859], [0.696, 2.582, 0.495], [-3.009, -1.313, 0.700], [-2.731, -1.824, 1.597], [-2.126, -1.180, 0.105], [-3.313, -2.187, 0.257]], "nbo_charge": [-0.635, -0.075, -0.059, -0.675, 0.105, -0.647, -0.616, 0.235, 0.227, 0.215, 0.233, 0.364, 0.221, 0.262, 0.230, 0.231, 0.204, 0.229, -1.119, 0.338, 0.392, 0.339], "de_lowest_ev": 5.709, "lumo_energy_ev": 0.6568, "e_homo_ev": -7.982, "energy_ha": -383.490918, "homo_lumo_gap_ev": 8.64, "smiles": "C[C@H]1[N@H+]([O-])C1(C)C.N"}

---

No. 4
{"formula": "C11H6N2O4STb", "method": "ωB97M-V/def2-TZVPD", "symbols": ["O", "C", "Tb", "O", "C", "C", "O", "C", "O", "N", "C", "N", "C", "C", "C", "C", "C", "C", "S", "H", "H", "H", "H", "H", "H"], "positions_angstrom": [[0.306, -2.556, -3.084], [0.698, -1.728, -2.370], [1.639, -0.032, -1.008], [-2.899, 0.185, -4.938], [-2.425, -0.030, -3.922], [2.360, -0.104, -3.329], [2.546, -0.346, -4.445], [0.409, 1.493, -2.384], [-0.162, 2.218, -3.082], [-1.933, -1.705, -0.740], [-1.351, -1.068, 0.311], [-0.272, -0.275, 0.154], [0.094, 0.353, 1.379], [1.180, 1.247, 1.531], [1.612, 1.477, 2.846], [0.908, 0.948, 3.931], [-0.208, 0.116, 3.757], [-0.607, -0.176, 2.461], [-1.861, -1.300, 1.936], [-2.808, -2.174, -0.519], [-1.771, -1.347, -1.686], [1.586, 1.811, 0.659], [2.486, 2.109, 3.014], [1.245, 1.173, 4.941], [-0.771, -0.292, 4.586]], "mulliken_charge": [0.007, 0.156, 1.469, -0.098, 0.112, 0.183, -0.012, 0.373, -0.002, -0.277, 0.635, -0.320, 0.592, -0.517, -0.753, -0.643, -0.383, 0.330, -0.055, 0.311, 0.016, 0.523, 0.442, 0.438, 0.471], "de_lowest_ev": 0.273, "lumo_energy_ev": [-14.2143, -13.9406], "e_homo_ev": [-19.008, -19.022], "energy_ha": -2054.745374, "spin_multiplicity": 7, "homo_lumo_gap_ev": [4.79, 5.08], "total_charge": 3}